(1)
{"formula": "C15H26N2O3S2", "method": "ωB97M-V with the def2-TZVPD basis set", "de_lowest_kj_mol": 325.25, "smiles": "[H]/N=C(\\CSS(=O)(=O)O)NC[C@@]12C[C@@H]3C[C@@](C)(C[C@@](C)(C3)C1)C2", "charge": 0, "orbital_gap_ha": 0.3064, "e_homo_ev": -8.81, "lumo_ev": -0.47, "symbols": ["H", "N", "C", "C", "S", "S", "O", "O", "O", "N", "C", "C", "C", "C", "C", "C", "C", "C", "C", "C", "C", "C", "C", "H", "H", "H", "H", "H", "H", "H", "H", "H", "H", "H", "H", "H", "H", "H", "H", "H", "H", "H", "H", "H", "H", "H", "H", "H"], "xyz": [[-2.36031, 1.73996, -3.28248], [-2.39464, 1.47613, -2.32507], [-1.32991, 0.89699, -2.03716], [-0.11485, 0.68551, -3.03178], [-0.50366, 1.03378, -4.82729], [1.37125, 1.14298, -5.78659], [2.43892, 0.17418, -5.20297], [1.78250, 2.54563, -5.89596], [0.86482, 0.78286, -7.39562], [-1.40534, 0.24120, -0.85845], [-0.29958, -0.31384, -0.21848], [-0.41675, -0.35374, 1.31601], [-1.46829, -1.40281, 1.88760], [-1.37371, -1.37004, 3.49483], [-1.78665, -0.02106, 3.87283], [-0.80144, 1.00828, 3.32520], [-1.13130, 2.32046, 3.95138], [0.63516, 0.64641, 3.79656], [0.98847, -0.71464, 3.29155], [2.39109, -1.12870, 3.75288], [-0.01796, -1.76957, 3.92925], [0.92195, -0.88163, 1.72946], [-0.81698, 1.01530, 1.85685], [0.28404, -0.33253, -2.88031], [0.82073, 1.17783, -2.63713], [0.51182, 1.57621, -7.78905], [-2.31619, 0.20461, -0.36124], [0.44456, 0.38586, -0.52778], [-0.09542, -1.34327, -0.63913], [-1.38178, -2.37855, 1.50373], [-2.54682, -1.06162, 1.59895], [-2.15170, -2.11733, 3.92124], [-1.78862, 0.06339, 5.02693], [-2.70497, 0.17571, 3.42031], [-2.00358, 2.82315, 3.52968], [-0.28643, 3.01021, 3.81766], [-1.31292, 2.07820, 4.90873], [1.37830, 1.34065, 3.50413], [0.71642, 0.68413, 4.88993], [3.18878, -0.32334, 3.65009], [2.65780, -2.05831, 3.34181], [2.35500, -1.42705, 4.74834], [0.28956, -2.79988, 3.54868], [0.05902, -1.73363, 5.02505], [1.72060, -0.39903, 1.27872], [0.94848, -1.89326, 1.40522], [-0.11201, 1.78374, 1.57542], [-1.90881, 1.26706, 1.56289]], "forces_ev_per_angstrom": [[-0.3555, 0.8810, -0.9397], [-1.6416, 1.3631, -1.2000], [0.2013, -1.1910, -0.6550], [1.5115, -0.5089, 1.8064], [0.1671, -0.4930, 0.9160], [4.0389, -0.1949, -0.0053], [-4.7125, 3.0296, -2.6226], [-0.7849, -2.0251, 0.3895], [1.0084, -1.4728, 3.0463], [-1.2349, -0.4686, 0.6631], [-0.1338, -1.3912, 0.1937], [-1.0758, -0.9822, -1.4066], [-1.5833, 2.6106, 0.7514], [-2.4465, -3.1281, -2.0140], [2.0182, 0.8710, 2.6682], [0.9677, -0.1996, 1.8718], [0.6085, 1.6513, -3.3665], [-1.2592, -0.6034, 0.2216], [1.2162, -2.8230, 0.1948], [0.2135, 1.9676, -0.5532], [1.8832, 0.1025, -0.8433], [-1.5548, 0.8892, 3.1936], [-1.4026, -0.1235, -0.8463], [-0.8169, -0.1023, -0.6566], [-1.1249, 0.5643, -0.7752], [-0.0707, 0.9798, 0.0048], [0.9452, 0.3414, -1.1682], [1.6777, -0.0554, 0.4480], [0.2209, 0.7110, 0.6070], [0.5654, -1.2766, -0.5727], [1.6754, -0.5069, 0.4841], [1.0784, 0.9563, -0.8060], [-0.3985, 0.0156, -1.6724], [-1.9642, 0.4735, -0.1472], [-0.1807, -0.1760, -0.0669], [-0.1985, -0.0043, 0.3349], [-0.4897, -0.0085, 3.7338], [0.6278, 1.1285, -0.8577], [-0.2889, -0.2973, 0.0601], [-0.9296, -1.0986, -0.1792], [0.7448, -1.0098, -1.4116], [-0.0799, 0.1254, 2.3378], [-0.5425, 1.1461, 0.6082], [0.1234, -0.1112, -0.1716], [1.6196, 1.2900, -0.8922], [0.2993, -1.1546, 0.1389], [0.0363, 0.4451, -0.7797], [1.8221, -0.1365, -0.0645]]}

***

(2)
{"formula": "H11O6", "method": "ωB97M-V with the def2-TZVPD basis set", "de_lowest_kj_mol": 13.28, "charge": -1, "orbital_gap_ha": 0.3625, "e_homo_ev": -6.07, "lumo_ev": 3.80, "symbols": ["O", "H", "O", "H", "H", "O", "H", "H", "O", "H", "H", "O", "H", "H", "O", "H", "H"], "xyz": [[0.38578, -0.89170, 0.42488], [0.41903, -1.82825, 0.19929], [2.37821, -0.05615, -1.01422], [3.14241, -0.55009, -0.70874], [1.57742, -0.44994, -0.50129], [0.35635, -0.43429, 2.99647], [1.07413, 0.21353, 3.03842], [0.36566, -0.60059, 1.97769], [-1.79690, -0.45377, -0.93847], [-0.93234, -0.58338, -0.40685], [-2.09812, -1.32578, -1.19585], [-1.53436, 1.61759, 1.55839], [-1.63880, 1.25006, 0.67914], [-0.70750, 1.22545, 1.86655], [0.06555, 0.51057, -3.07534], [0.79360, 0.21269, -2.51124], [-0.69728, 0.10646, -2.62630]], "forces_ev_per_angstrom": [[-0.0625, -0.1306, -0.5441], [-0.0183, -0.0360, 0.3233], [-0.4055, -0.2506, -0.0823], [-0.0478, -0.0238, -0.0085], [0.4800, 0.5108, 0.1761], [0.4753, 0.5406, -1.0258], [-0.0876, -0.1822, 0.3785], [-0.2270, -0.4808, 0.6785], [0.2066, 0.3485, -0.1649], [-0.2071, -0.2099, -0.0005], [0.0034, -0.1330, 0.1515], [0.1106, 0.3647, 0.1414], [-0.1380, -0.2092, -0.2815], [-0.1960, -0.2148, 0.1749], [-0.1541, -0.4275, 0.0953], [0.2622, 0.2183, -0.0684], [0.0058, 0.3154, 0.0564]]}